Record 1
Below is a structure of composition C21H28IN3SiZn, with properties calculated with ωB97M-V/def2-TZVPD.

The geometry in XYZ format:
```
55
Properties=species:S:1:pos:R:3:nbo_charge:R:1
C 1.613 3.900 1.468 -0.912
C 1.695 1.906 -2.219 -1.234
H 1.253 4.466 2.336 0.284
H 2.119 4.613 0.799 0.225
H 2.267 3.090 1.830 0.261
H 0.707 1.636 -2.615 0.268
H 2.208 2.574 -2.930 0.214
H 2.282 0.983 -2.140 0.238
C -2.400 1.986 -2.307 0.048
C -3.715 1.771 -2.764 -0.255
C -4.003 0.558 -3.396 -0.169
C -3.012 -0.421 -3.443 -0.227
H -2.107 2.924 -1.827 0.182
H -4.466 2.545 -2.636 0.222
H -4.978 0.360 -3.838 0.222
H -3.181 -1.409 -3.861 0.217
N -1.441 1.070 -2.402 -0.423
C -1.746 -0.143 -2.890 0.174
C -0.738 -1.228 -2.730 0.161
N 0.131 -1.094 -1.719 -0.397
C 1.075 -2.009 -1.528 0.055
C 0.269 -3.323 -3.376 -0.178
C 1.214 -3.137 -2.359 -0.252
H 1.750 -1.835 -0.685 0.207
H 2.036 -3.830 -2.179 0.221
C -0.740 -2.373 -3.561 -0.231
H -1.529 -2.471 -4.310 0.212
H 0.311 -4.187 -4.037 0.218
Zn 1.459 2.758 -0.505 1.346
I -0.655 3.484 0.797 0.075
C 3.519 0.149 1.054 -1.128
Si 2.142 -0.204 2.286 1.798
C 2.361 -1.946 2.946 -1.136
C 2.206 1.035 3.692 -1.147
N 0.594 -0.001 1.538 -1.120
C -0.632 -0.348 1.858 0.173
C -1.610 -0.485 0.815 -0.231
C -2.867 -1.000 1.063 -0.223
C -3.243 -1.317 2.380 -0.299
C -2.357 -1.094 3.444 -0.210
C -1.073 -0.628 3.206 -0.299
H 4.388 0.558 1.593 0.227
H 3.240 0.857 0.261 0.206
H 3.847 -0.777 0.562 0.240
H 3.400 -2.119 3.263 0.224
H 1.714 -2.135 3.813 0.241
H 2.112 -2.696 2.183 0.237
H 1.503 1.857 3.507 0.220
H 1.934 0.555 4.641 0.242
H 3.218 1.446 3.801 0.215
H -1.259 -0.208 -0.181 0.213
H -3.554 -1.166 0.232 0.195
H -4.234 -1.726 2.576 0.197
H -2.663 -1.302 4.472 0.200
H -0.362 -0.472 4.024 0.192
```

The calculation puts the highest occupied orbital energy (alpha / beta) at -5.42 / -5.42 eV.

=====

Record 2
Below is a structure of composition C21H28N2O, with properties calculated with ωB97M-V/def2-TZVPD.

The geometry in XYZ format:
```
52
Properties=species:S:1:pos:R:3:nbo_charge:R:1
C -1.499 -0.294 -2.701 -0.606
C -0.745 -0.953 -3.673 -0.056
C -1.189 -1.117 -4.925 -0.146
C -0.538 -1.669 -6.077 -0.212
C 0.527 -2.218 -5.863 -0.215
C 1.250 -2.064 -4.659 -0.224
C 0.580 -1.353 -3.697 -0.013
C 1.104 -1.569 -2.202 0.030
C 1.490 -2.730 -1.574 -0.273
C 2.072 -2.535 -0.274 -0.133
C 2.534 -1.462 0.302 -0.249
C 2.041 -0.326 -0.403 0.037
C 1.207 -0.206 -1.618 -0.262
H 1.256 0.660 -2.083 0.212
C 2.145 1.085 0.323 -0.232
N 1.183 1.742 1.025 -0.468
C -0.179 2.057 0.332 -0.304
C -1.072 2.698 1.195 -0.269
N -1.409 1.705 2.538 -0.422
C -2.343 2.482 3.164 -0.416
H -2.149 3.265 3.657 0.168
H -2.646 1.770 3.845 0.202
H -3.163 2.673 2.562 0.194
C -0.066 1.560 3.087 0.016
C 0.755 0.502 2.315 -0.238
H 1.693 0.579 2.880 0.242
H 0.207 -0.059 1.837 0.196
C -0.408 0.489 4.468 -0.447
H -1.032 1.237 5.009 0.199
H 0.465 0.435 4.857 0.174
C -1.216 -0.791 4.098 -0.067
O -1.938 -1.367 5.173 -0.688
H -1.103 -1.475 5.862 0.451
H -0.709 -1.361 3.492 0.152
H -2.138 -0.436 3.324 0.172
H 0.415 2.340 3.610 0.194
H -2.112 2.695 0.746 0.228
H -0.470 3.769 1.551 0.207
H 0.209 2.542 -0.493 0.216
H -0.367 0.945 -0.109 0.195
H 3.137 1.309 1.015 0.209
H 2.665 2.035 -0.579 0.131
H 2.839 -1.284 1.159 0.202
H 2.314 -3.391 0.118 0.187
H 1.345 -3.705 -2.081 0.234
H 2.173 -2.465 -4.225 0.231
H 1.268 -2.565 -6.601 0.205
H -1.005 -1.585 -7.047 0.217
H -2.200 -0.817 -5.247 0.186
H -1.218 -0.848 -1.875 0.230
H -1.354 0.642 -2.636 0.213
H -2.608 -0.570 -2.903 0.213
```

The calculation puts the highest occupied orbital energy at -8.18 eV. The value obtained for the energy above the lowest of the compared OMol25 structures with the same formula, charge and spin is 1752.2 kJ/mol.

=====

Record 3
Below is a structure of composition C21H28N3O4SSeV, with properties calculated with ωB97M-V/def2-TZVPD.

The geometry in XYZ format:
```
59
Properties=species:S:1:pos:R:3:nbo_charge:R:1
V 0.837 0.737 -0.489 0.882
C 3.765 1.081 -2.050 -0.085
C 2.921 2.356 -2.029 -0.086
O 2.172 2.501 -0.837 -0.552
C 2.794 3.078 0.294 -0.077
C 3.521 2.059 1.183 -0.085
O 2.721 0.903 1.315 -0.541
C 3.419 -0.181 1.899 -0.083
C 2.593 -1.454 1.677 -0.077
O 2.073 -1.523 0.372 -0.534
C 2.794 -2.160 -0.656 -0.078
C 3.700 -1.176 -1.400 -0.082
O 2.953 -0.001 -1.644 -0.543
H 4.618 1.183 -1.363 0.170
H 4.161 0.908 -3.061 0.203
H 2.163 2.298 -2.822 0.236
H 3.566 3.227 -2.201 0.200
H 1.974 3.531 0.865 0.212
H 3.500 3.865 -0.003 0.204
H 3.717 2.502 2.171 0.199
H 4.488 1.792 0.734 0.173
H 3.564 -0.009 2.976 0.197
H 4.408 -0.286 1.428 0.172
H 1.707 -1.414 2.321 0.211
H 3.191 -2.342 1.920 0.196
H 2.022 -2.519 -1.347 0.216
H 3.378 -3.006 -0.273 0.196
H 4.046 -1.618 -2.346 0.200
H 4.581 -0.935 -0.784 0.170
S -0.472 1.600 -2.282 -0.248
C -0.864 2.582 -0.929 0.055
C -1.555 3.789 -0.913 -0.259
C -1.698 4.441 0.299 -0.131
C -1.159 3.872 1.455 -0.287
C -0.496 2.665 1.359 0.047
N -0.344 2.037 0.192 -0.612
H -1.933 4.202 -1.836 0.240
H -2.207 5.390 0.348 0.229
H -1.252 4.367 2.408 0.232
H -0.061 2.177 2.227 0.209
C -2.157 -3.886 1.152 -0.420
N -2.856 -2.830 0.474 -0.345
C -2.328 -1.682 -0.015 0.304
Se -0.518 -1.303 0.088 -0.160
N -3.330 -0.968 -0.581 -0.540
C -4.519 -1.664 -0.471 0.177
C -5.818 -1.401 -0.878 -0.238
C -6.777 -2.362 -0.602 -0.197
C -6.461 -3.542 0.067 -0.198
C -5.172 -3.808 0.489 -0.218
C -4.206 -2.854 0.207 0.096
H -1.101 -3.626 1.216 0.253
H -2.269 -4.819 0.598 0.219
H -2.563 -4.017 2.157 0.218
H -3.192 -0.085 -1.051 0.447
H -6.078 -0.488 -1.390 0.230
H -7.798 -2.198 -0.914 0.229
H -7.238 -4.266 0.262 0.229
H -4.925 -4.717 1.012 0.229
```

Its spin multiplicity is 4. The calculation puts the highest occupied orbital energy (alpha / beta) at -9.38 / -10.11 eV. The value obtained for the energy above the lowest of the compared OMol25 structures with the same formula, charge and spin is 103.4 kJ/mol. As for the total charge: +1.

=====

Record 4
Below is an isolated molecule of C21H28N4O5S, with properties calculated with ωB97M-V/def2-TZVPD.

The geometry in XYZ format:
```
59
Properties=species:S:1:pos:R:3:nbo_charge:R:1
C -1.719 2.165 -0.067 -0.261
O -0.932 1.685 -1.135 -0.547
C -1.120 0.396 -1.556 0.379
C -1.871 -0.521 -0.826 -0.328
C -2.024 -1.823 -1.264 -0.176
C -1.440 -2.227 -2.449 -0.239
C -0.686 -1.320 -3.171 -0.189
C -0.501 -0.007 -2.753 -0.128
C 0.405 0.869 -3.612 -0.064
C 1.538 1.511 -2.774 -0.215
N 2.216 0.460 -2.045 -0.588
C 1.776 0.083 -0.821 0.252
C 1.512 1.073 0.156 -0.257
C 0.952 0.758 1.362 -0.131
C 0.624 -0.568 1.649 -0.399
S -0.412 -0.848 3.071 2.317
O -0.658 -2.254 3.221 -0.942
O -1.546 0.024 2.924 -0.955
N 0.557 -0.209 4.290 -0.663
C -0.163 0.244 5.473 -0.241
C 0.023 -0.835 6.560 -0.427
C 0.868 -1.921 5.883 -0.426
C 1.551 -1.166 4.741 -0.234
C 0.956 -1.570 0.780 -0.134
C 1.572 -1.270 -0.440 -0.011
N 1.835 -2.356 -1.314 0.525
O 1.407 -3.453 -1.018 -0.373
O 2.476 -2.144 -2.340 -0.426
N -0.238 1.848 -4.477 -0.438
C -0.926 1.222 -5.587 -0.408
C -1.095 2.818 -3.829 -0.409
H -1.446 3.214 0.043 0.196
H -1.516 1.636 0.870 0.199
H -2.785 2.092 -0.299 0.186
H -2.320 -0.232 0.110 0.236
H -2.597 -2.517 -0.669 0.220
H -1.552 -3.240 -2.801 0.221
H -0.212 -1.645 -4.087 0.215
H 0.912 0.183 -4.306 0.201
H 2.242 1.999 -3.450 0.212
H 1.129 2.241 -2.083 0.215
H 2.490 -0.325 -2.636 0.423
H 1.758 2.096 -0.077 0.230
H 0.735 1.511 2.102 0.239
H 0.264 1.201 5.786 0.200
H -1.204 0.401 5.195 0.236
H -0.932 -1.227 6.902 0.220
H 0.550 -0.416 7.417 0.207
H 0.226 -2.690 5.454 0.231
H 1.581 -2.385 6.561 0.216
H 2.427 -0.613 5.094 0.200
H 1.837 -1.808 3.909 0.223
H 0.721 -2.597 1.017 0.274
H -1.790 0.618 -5.272 0.172
H -0.234 0.583 -6.133 0.197
H -1.278 2.002 -6.261 0.201
H -0.569 3.286 -3.003 0.203
H -1.346 3.588 -4.560 0.197
H -2.030 2.381 -3.453 0.168
```

The calculation puts the highest occupied orbital energy at -8.45 eV. The value obtained for the energy above the lowest of the compared OMol25 structures with the same formula, charge and spin is 596.3 kJ/mol.

=====

Record 5
Below is a structure of composition C21H28N4O8P2Re, with properties calculated with ωB97M-V/def2-TZVPD.

The geometry in XYZ format:
```
64
Properties=species:S:1:pos:R:3:nbo_charge:R:1
Re -0.078 -0.027 -0.489 1.758
C 1.887 2.135 0.671 -0.224
C 3.178 1.416 0.468 -0.470
C 3.161 0.238 -0.455 0.267
C 4.393 -0.345 -0.712 -0.231
C 4.520 -1.369 -1.627 -0.080
C 3.389 -1.768 -2.322 -0.225
C 2.196 -1.181 -2.021 0.063
N 2.034 -0.216 -1.061 -0.535
N 0.751 1.273 1.156 -0.406
C -0.378 2.234 1.397 -0.277
C -0.736 2.798 0.066 0.249
C -1.229 4.058 -0.121 -0.222
C -1.491 4.492 -1.414 -0.059
C -1.189 3.671 -2.489 -0.217
C -0.681 2.422 -2.250 0.072
N -0.484 1.966 -0.976 -0.514
C 1.247 0.637 2.409 -0.262
C 0.179 -0.140 3.066 0.188
C 0.158 -0.409 4.422 -0.229
C -0.947 -1.070 4.926 -0.112
C -1.990 -1.396 4.070 -0.234
C -1.860 -1.100 2.723 0.064
N -0.761 -0.515 2.223 -0.451
H 1.592 2.612 -0.250 0.232
H 2.045 2.921 1.407 0.227
H 3.643 1.123 1.408 0.245
H 3.855 2.149 0.030 0.274
H 5.262 0.045 -0.193 0.248
H 5.486 -1.830 -1.813 0.255
H 3.430 -2.529 -3.092 0.257
H 1.315 -1.459 -2.568 0.240
H -0.046 3.023 2.069 0.233
H -1.229 1.724 1.835 0.270
H -1.417 4.693 0.737 0.253
H -1.911 5.476 -1.580 0.255
H -1.348 3.985 -3.513 0.265
H -0.419 1.770 -3.073 0.260
H 1.613 1.425 3.068 0.228
H 2.080 -0.021 2.172 0.239
H 0.966 -0.087 5.073 0.245
H -1.011 -1.297 5.986 0.251
H -2.892 -1.868 4.437 0.254
H -2.657 -1.324 2.018 0.228
O -4.347 -0.831 -0.658 -0.983
P -3.237 0.245 -0.954 2.577
O -3.591 1.624 -0.664 -1.079
O -1.992 -0.331 -0.166 -1.021
O -2.850 0.038 -2.501 -1.096
P -1.620 -0.574 -3.338 2.572
O -2.066 -2.049 -3.664 -0.989
O -1.253 0.271 -4.463 -1.064
O -0.481 -0.841 -2.257 -1.054
H -5.256 -0.554 -0.936 0.543
H -2.367 -2.159 -4.602 0.546
C -0.632 -4.498 -0.451 -0.654
C -0.616 -3.254 0.397 -0.055
O 0.252 -2.236 -0.259 -0.722
H -1.262 -5.249 0.030 0.257
H 0.370 -4.920 -0.567 0.230
H -1.056 -4.294 -1.442 0.222
H -0.191 -3.438 1.376 0.204
H -1.606 -2.852 0.503 0.194
H 0.173 -2.432 -1.204 0.505
```

Its spin multiplicity is 2. The calculation puts the highest occupied orbital energy (alpha / beta) at -15.24 / -14.98 eV. The value obtained for the energy above the lowest of the compared OMol25 structures with the same formula, charge and spin is 67.8 kJ/mol. As for the total charge: +2.

=====

Record 6
Below is an isolated molecule of C21H28N6O4S, with properties calculated with ωB97M-V/def2-TZVPD.

The geometry in XYZ format:
```
60
Properties=species:S:1:pos:R:3:nbo_charge:R:1
C 2.253 4.183 -1.409 -0.597
C 1.548 2.839 -1.549 -0.413
C 0.042 2.987 -1.340 -0.404
C -0.743 1.684 -1.507 -0.212
N -0.304 0.667 -0.564 -0.457
C 0.679 -0.241 -0.846 0.515
N 1.210 -0.301 -2.096 -0.793
C 1.172 -1.070 0.142 -0.123
N 2.375 -1.789 -0.101 -0.463
C 3.584 -0.976 -0.077 -0.245
C 3.701 -0.181 1.221 -0.080
O 2.835 0.935 1.151 -0.564
C 2.746 1.642 2.361 -0.247
C 2.504 -3.138 -0.040 0.690
O 3.579 -3.698 -0.080 -0.611
C 1.208 -3.930 0.010 -0.623
S 0.243 -3.709 -1.536 0.283
C -1.092 -2.706 -1.038 0.230
N -1.608 -1.794 -1.811 -0.500
C -2.655 -1.261 -1.099 0.055
C -3.551 -0.250 -1.425 -0.195
C -4.472 0.119 -0.471 -0.221
C -4.535 -0.485 0.793 -0.001
C -5.539 0.007 1.789 -0.625
C -3.662 -1.508 1.118 -0.264
C -2.735 -1.887 0.164 0.171
N -1.730 -2.827 0.166 -0.580
C 0.581 -1.101 1.444 0.645
O 0.859 -1.862 2.357 -0.657
N -0.454 -0.182 1.596 -0.642
C -0.883 0.749 0.693 0.813
O -1.726 1.571 0.969 -0.623
H 1.883 4.892 -2.148 0.199
H 2.083 4.601 -0.420 0.201
H 3.324 4.066 -1.552 0.210
H 1.743 2.432 -2.544 0.190
H 1.957 2.146 -0.812 0.222
H -0.358 3.710 -2.054 0.206
H -0.147 3.372 -0.337 0.215
H -1.795 1.874 -1.281 0.255
H -0.674 1.304 -2.526 0.191
H 0.645 0.032 -2.859 0.404
H 1.704 -1.160 -2.290 0.418
H 4.427 -1.662 -0.175 0.252
H 3.565 -0.275 -0.916 0.205
H 3.433 -0.819 2.074 0.190
H 4.739 0.160 1.355 0.176
H 3.720 2.052 2.655 0.169
H 2.044 2.457 2.194 0.193
H 2.377 0.999 3.169 0.174
H 0.619 -3.637 0.875 0.257
H 1.461 -4.988 0.069 0.257
H -3.519 0.221 -2.395 0.220
H -5.173 0.910 -0.692 0.211
H -5.615 -0.669 2.637 0.211
H -5.236 0.988 2.156 0.225
H -6.520 0.109 1.330 0.217
H -3.699 -1.991 2.084 0.211
H -1.519 -3.473 0.908 0.428
H -0.893 -0.140 2.509 0.431
```

The calculation puts the highest occupied orbital energy at -8.04 eV. The value obtained for the energy above the lowest of the compared OMol25 structures with the same formula, charge and spin is 5.4 kJ/mol.